Entry 1:
{"formula": "C10H16Si", "method": "ωB97M-V with the def2-TZVPD basis set", "species": ["C", "C", "C", "C", "C", "C", "C", "C", "C", "C", "Si", "H", "H", "H", "H", "H", "H", "H", "H", "H", "H", "H", "H", "H", "H", "H", "H"], "positions_angstrom": [[2.488, 0.646, 0.910], [2.363, -0.661, 0.267], [1.716, 1.042, 1.929], [1.190, -1.281, 0.358], [0.599, 0.158, 2.427], [-0.758, 0.299, 0.331], [0.058, -0.640, 1.226], [-1.710, 0.842, -1.769], [-1.066, -0.251, -1.041], [-1.972, -1.483, -0.894], [-0.726, 1.695, -2.891], [3.322, 1.165, 0.596], [3.225, -1.110, -0.214], [2.016, 2.028, 2.403], [0.750, -0.559, 3.221], [-0.206, 0.796, 2.851], [-1.740, 0.560, 0.658], [-0.092, 1.180, 0.290], [-0.560, -1.390, 1.758], [-2.611, 1.112, -1.290], [-0.356, -0.682, -1.767], [-2.088, -1.788, -1.908], [-2.953, -1.490, -0.323], [-1.338, -2.227, -0.325], [-0.855, 3.048, -3.318], [0.835, -2.134, -0.024], [0.470, 1.125, -3.460]], "spin_multiplicity": 3, "lumo_ha": [0.018, -0.070], "homo_energy_ev": [-5.2, -8.0], "de_lowest_ev": 2.3780}

***

Entry 2:
{"formula": "C33H56N8O3PSY", "method": "ωB97M-V with the def2-TZVPD basis set", "species": ["Y", "C", "C", "N", "C", "C", "N", "C", "C", "C", "N", "C", "C", "N", "C", "H", "H", "H", "H", "H", "H", "H", "H", "H", "H", "H", "H", "H", "H", "H", "H", "H", "H", "H", "H", "H", "H", "H", "H", "C", "S", "C", "O", "H", "H", "H", "H", "H", "H", "C", "N", "C", "N", "C", "N", "C", "P", "C", "C", "H", "H", "H", "H", "H", "H", "H", "H", "H", "H", "H", "H", "C", "C", "C", "C", "C", "C", "N", "C", "C", "C", "C", "C", "C", "C", "O", "O", "C", "C", "H", "H", "H", "H", "H", "H", "H", "H", "H", "H", "H", "H", "H", "H"], "positions_angstrom": [[0.999, -0.217, 0.224], [1.176, 2.829, -1.236], [2.584, 2.632, -0.680], [2.960, 1.196, -0.662], [4.273, 0.923, -0.035], [4.101, 0.315, 1.345], [3.169, -0.832, 1.299], [3.824, -2.106, 0.889], [2.790, -3.164, 0.499], [2.376, -3.134, -0.968], [2.141, -1.752, -1.448], [1.380, -1.720, -2.717], [1.327, -0.301, -3.231], [0.693, 0.593, -2.236], [0.910, 2.040, -2.516], [1.034, 3.894, -1.428], [0.416, 2.551, -0.492], [2.641, 3.011, 0.338], [3.303, 3.200, -1.275], [3.037, 0.926, -1.635], [4.870, 1.833, 0.042], [4.830, 0.238, -0.675], [3.680, 1.060, 2.023], [5.077, 0.025, 1.741], [2.821, -0.972, 2.242], [4.457, -2.467, 1.699], [4.491, -1.895, 0.051], [1.902, -3.028, 1.119], [3.172, -4.157, 0.732], [1.452, -3.694, -1.098], [3.140, -3.611, -1.587], [3.057, -1.365, -1.656], [0.375, -2.099, -2.521], [1.839, -2.366, -3.470], [0.803, -0.267, -4.186], [2.347, 0.058, -3.414], [-0.309, 0.428, -2.305], [0.048, 2.451, -3.035], [1.756, 2.147, -3.199], [-0.014, -2.068, 4.906], [0.378, -2.477, 3.227], [-1.190, -3.177, 2.764], [0.501, -1.138, 2.493], [-0.279, -3.000, 5.414], [-0.850, -1.368, 4.914], [0.871, -1.637, 5.375], [-1.315, -4.119, 3.305], [-1.154, -3.359, 1.691], [-1.983, -2.471, 3.016], [-1.016, 4.183, 3.503], [-1.407, 2.801, 3.806], [-0.729, 2.376, 5.032], [0.730, 2.510, 4.974], [1.055, 3.904, 4.649], [0.436, 4.362, 3.404], [0.996, 3.688, 2.243], [0.694, 1.836, 2.286], [-1.128, 1.906, 2.695], [1.328, 1.582, 4.027], [-1.382, 4.824, 4.303], [-1.485, 4.494, 2.569], [-0.989, 1.337, 5.245], [-1.091, 2.994, 5.853], [2.137, 4.018, 4.580], [0.694, 4.535, 5.459], [2.072, 3.867, 2.208], [0.559, 4.103, 1.332], [-1.457, 0.893, 2.933], [-1.675, 2.223, 1.806], [2.413, 1.710, 4.031], [1.108, 0.557, 4.318], [-2.792, 1.756, -5.079], [-2.226, 0.370, -4.866], [-1.381, -0.149, -5.839], [-0.906, -1.448, -5.732], [-1.231, -2.201, -4.624], [-2.057, -1.692, -3.615], [-2.257, -2.584, -2.521], [-3.165, -2.422, -1.439], [-4.423, -3.016, -1.457], [-5.307, -2.834, -0.403], [-4.955, -2.021, 0.669], [-3.698, -1.440, 0.697], [-2.791, -1.676, -0.331], [-1.407, -1.153, -0.174], [-1.205, 0.100, -0.031], [-0.409, -1.948, -0.120], [-2.604, -0.402, -3.743], [-3.670, 0.145, -2.806], [-2.255, 2.266, -5.878], [-2.738, 2.374, -4.180], [-3.845, 1.714, -5.371], [-1.129, 0.453, -6.706], [-0.286, -1.873, -6.513], [-0.854, -3.216, -4.533], [-2.222, -3.540, -2.834], [-4.715, -3.597, -2.325], [-6.285, -3.299, -0.435], [-5.657, -1.842, 1.475], [-3.410, -0.793, 1.521], [-4.394, -0.620, -2.532], [-4.227, 0.939, -3.296], [-3.266, 0.557, -1.878]], "lumo_ha": -0.155, "homo_energy_ev": -12.4, "total_charge": 2, "de_lowest_ev": 0.0000}

***

Entry 3:
{"formula": "C6H4F4O2", "method": "ωB97M-V with the def2-TZVPD basis set", "species": ["C", "O", "C", "O", "C", "F", "C", "F", "C", "F", "C", "F", "H", "H", "H", "H"], "positions_angstrom": [[-2.282, 0.179, 0.338], [-0.957, 0.522, 0.899], [0.014, 0.464, -0.106], [-0.115, 1.310, -1.205], [1.395, 0.832, 0.513], [1.633, 1.988, 1.100], [2.130, -0.269, 0.545], [3.327, -0.307, 1.181], [1.507, -1.399, -0.120], [2.085, -2.597, -0.116], [0.324, -0.977, -0.551], [-0.556, -1.659, -1.288], [-2.869, 0.564, 1.067], [-2.369, -0.813, -0.112], [-2.256, 0.850, -0.637], [-1.010, 1.309, -1.508]], "lumo_ha": 0.015, "homo_energy_ev": -8.9, "de_lowest_ev": 0.0000, "smiles": "COC1(O)C(F)=C(F)C(F)=C1F"}

***

Entry 4:
{"formula": "C19H18BrCl2N4O4PRh", "method": "ωB97M-V with the def2-TZVPD basis set", "species": ["Rh", "Cl", "C", "C", "C", "Cl", "C", "O", "C", "C", "O", "C", "H", "H", "H", "Br", "C", "C", "N", "C", "C", "C", "C", "O", "O", "H", "H", "H", "C", "N", "C", "N", "C", "N", "C", "P", "C", "C", "H", "H", "H", "H", "H", "H", "H", "H", "H", "H", "H", "H"], "positions_angstrom": [[0.506, -0.912, -0.192], [-6.507, -0.930, -2.584], [-5.038, -0.548, -1.813], [-4.662, 0.786, -1.662], [-3.472, 1.080, -1.049], [-2.978, 2.691, -0.856], [-2.572, 0.039, -0.560], [-1.516, 0.357, 0.009], [-3.020, -1.340, -0.746], [-2.230, -2.501, -0.344], [-1.079, -2.520, 0.061], [-4.224, -1.595, -1.341], [-5.299, 1.578, -2.029], [-2.763, -3.461, -0.420], [-4.565, -2.615, -1.471], [-2.345, -2.770, -6.235], [-1.535, -1.818, -4.829], [-2.221, -0.763, -4.232], [-1.698, -0.052, -3.245], [-0.480, -0.359, -2.814], [0.262, -1.416, -3.324], [-0.276, -2.154, -4.369], [1.617, -1.822, -2.772], [2.374, -2.463, -3.447], [1.861, -1.446, -1.531], [-3.217, -0.496, -4.568], [-0.075, 0.299, -2.041], [0.294, -2.968, -4.796], [2.442, 2.926, 3.075], [1.509, 2.009, 3.729], [2.272, 1.032, 4.507], [3.261, 0.304, 3.714], [4.148, 1.265, 3.059], [3.434, 2.248, 2.241], [2.835, 1.648, 1.057], [1.591, 0.371, 1.558], [0.619, 1.371, 2.771], [2.631, -0.588, 2.748], [2.973, 3.478, 3.851], [1.883, 3.638, 2.466], [1.585, 0.322, 4.970], [2.798, 1.567, 5.298], [4.866, 0.730, 2.438], [4.695, 1.804, 3.833], [3.606, 1.181, 0.441], [2.354, 2.422, 0.455], [-0.091, 0.723, 3.289], [0.041, 2.128, 2.236], [3.398, -1.138, 2.199], [2.009, -1.320, 3.268]], "spin_multiplicity": 5, "lumo_ha": [-0.152, -0.236], "homo_energy_ev": [-11.4, -11.3], "total_charge": 1}

***

Entry 5:
{"formula": "C5H12NO2", "method": "ωB97M-V with the def2-TZVPD basis set", "species": ["C", "C", "C", "C", "C", "N", "O", "O", "H", "H", "H", "H", "H", "H", "H", "H", "H", "H", "H", "H"], "positions_angstrom": [[0.066, 0.833, 0.267], [0.969, 1.147, -1.935], [-0.688, -0.635, -1.431], [0.026, -1.779, 2.103], [-0.839, 0.278, 1.302], [0.046, 0.498, -0.982], [0.739, 1.888, 0.675], [-1.005, -1.119, 1.402], [0.555, 0.966, -2.952], [1.975, 0.568, -2.065], [1.137, 2.253, -1.910], [-1.482, -0.903, -0.681], [0.035, -1.472, -1.710], [-1.172, -0.431, -2.381], [0.512, -2.443, 1.389], [-0.561, -2.355, 2.946], [0.805, -1.115, 2.449], [-0.521, 0.694, 2.350], [-1.836, 0.723, 1.173], [1.238, 2.403, -0.010]], "spin_multiplicity": 3, "lumo_ha": [-0.101, -0.331], "homo_energy_ev": [-10.0, -13.6], "total_charge": 1, "de_lowest_ev": 1.6395}

***

Entry 6:
{"formula": "C17H10ClF5IrN5OS", "method": "ωB97M-V with the def2-TZVPD basis set", "species": ["Ir", "C", "C", "C", "C", "N", "C", "S", "N", "C", "H", "H", "H", "H", "H", "H", "H", "H", "Cl", "C", "H", "H", "F", "C", "C", "F", "C", "F", "C", "O", "C", "F", "C", "F", "N", "C", "C", "C", "N", "C", "N"], "positions_angstrom": [[-0.605, -0.288, 0.032], [0.865, 3.039, 4.510], [1.104, 1.616, 4.141], [2.235, 0.896, 4.436], [2.302, -0.448, 4.042], [1.304, -1.038, 3.365], [0.249, -0.331, 3.060], [-1.100, -1.034, 2.184], [0.137, 0.965, 3.456], [3.480, -1.301, 4.340], [1.708, 3.431, 5.071], [-0.034, 3.128, 5.122], [0.727, 3.647, 3.614], [3.047, 1.363, 4.973], [-0.730, 1.437, 3.227], [4.246, -0.772, 4.901], [3.891, -1.664, 3.399], [3.149, -2.178, 4.898], [-0.373, 1.193, -2.456], [0.650, 0.924, -1.057], [0.917, 1.845, -0.549], [1.504, 0.334, -1.363], [3.848, -4.836, -2.363], [3.191, -3.908, -1.678], [1.953, -3.451, -2.113], [1.403, -3.930, -3.220], [1.292, -2.483, -1.379], [0.095, -2.056, -1.837], [1.802, -1.936, -0.215], [1.201, -1.001, 0.517], [3.051, -2.411, 0.201], [3.608, -1.915, 1.315], [3.736, -3.375, -0.514], [4.923, -3.791, -0.084], [-2.441, 0.357, -0.219], [-3.564, 0.645, -0.362], [-4.877, 1.013, -0.551], [-5.203, 1.837, -1.651], [-5.452, 2.522, -2.543], [-5.851, 0.565, 0.370], [-6.640, 0.205, 1.127]], "spin_multiplicity": 2, "lumo_ha": [-0.259, -0.250], "homo_energy_ev": [-11.0, -11.2], "total_charge": 1, "de_lowest_ev": 3.1812}

***

| no. | maximum force (Eh/bohr) |
| --- | --- |
| 1 | 0.159 |
| 2 | 0.023 |
| 3 | 0.117 |
| 4 | 0.012 |
| 5 | 0.134 |
| 6 | 0.027 |